A structure of composition C13H26FeN4OP2S at a distorted geometry, computed with the ωB97M-V functional and the def2-TZVPD basis.

ORCA input file:
```
! RIJCOSX wB97M-V def2-TZVPD def2/J DEFGRID3
* xyz 2 7
Fe -0.3643 0.0049 0.2991
P 0.5220 2.0201 0.2361
P 1.4591 -1.2162 0.4735
N -1.8454 0.8158 -0.6712
N -1.1106 -1.6246 -0.6149
H -3.3568 0.2433 -2.1292
H -3.1273 -2.2299 -0.9536
H -3.6516 -0.0620 -0.3552
C -2.9034 -0.0933 -1.1658
H -2.2372 -1.7442 -2.4022
C -2.3752 -1.5163 -1.3271
H -2.4761 2.4715 -1.9827
H -0.8873 -3.6924 -1.0621
C -1.6035 1.8968 -1.5859
C -0.4309 -2.7795 -0.6263
H -1.0391 3.6193 -0.5646
C -0.4733 2.8111 -1.0574
H 0.1463 3.2580 -1.8547
H 2.6049 -1.1112 -0.3544
H 2.0737 -1.5600 1.7101
H 1.8470 2.3681 -0.1246
H 0.3344 2.9213 1.3137
O 1.7614 0.4690 -1.9392
C 1.6216 0.2348 -3.1612
C 1.2088 1.4347 -4.0530
C 1.3229 -1.1704 -3.6633
H -1.2964 1.3282 -2.4519
H 0.5177 2.0664 -3.4590
H 2.0920 2.0314 -4.3364
H 0.6510 1.0702 -4.9251
H 0.7442 -1.7336 -2.8967
H 0.5949 -1.0510 -4.4818
H 2.2185 -1.7462 -3.9622
C 0.8483 -2.8115 -0.0899
H 1.4698 -3.7223 -0.0700
C 0.4031 -1.9447 4.2042
N 0.4192 -0.4903 4.2117
C 1.1431 0.3053 5.1049
C 0.8932 1.5959 4.7705
N 0.0429 1.5644 3.6730
C -0.2584 0.2844 3.3283
S -1.3827 -0.2941 2.1535
H -0.6212 -2.3168 4.2917
H 0.8072 -2.3458 3.2670
H 0.9954 -2.3070 5.0507
H 1.7345 -0.1349 5.8904
H 1.2430 2.5218 5.2063
H -0.2795 2.3617 3.1368
*
```

Properties
<S²>: 12.063
Kohn-Sham gap (alpha / beta), hartree: 0.3212 / 0.2364
Highest occupied orbital energy (alpha / beta), eV: -13.92 / -14.66
ΔE to the lowest compared entry with this formula, charge and spin, kJ/mol: 0.0
E_LUMO (alpha / beta), hartree: -0.1905 / -0.3025